Record 1
ORCA calculation (ωB97M-V/def2-TZVPD) on an isolated molecule of C22H31NO4.

```
58
C22H31NO4 (ωB97M-V/def2-TZVPD)
O 1.0807 2.3686 0.4914
C 0.4568 1.7430 1.3339
N 0.6656 1.7994 2.6721
C 1.5927 2.5521 3.3963
C 1.6209 2.3854 4.7800
C 2.5151 3.1033 5.5497
C 3.3906 3.9942 4.9505
C 3.3629 4.1604 3.5764
C 2.4716 3.4478 2.7948
H 2.4508 3.5803 1.7263
H 4.0418 4.8537 3.1029
H 4.0890 4.5551 5.5529
H 2.5281 2.9667 6.6209
H 0.9371 1.6901 5.2474
H 0.0794 1.1831 3.2221
C -0.6249 0.7902 0.9570
C -1.2219 0.8331 -0.2340
C -2.3253 -0.0890 -0.6436
C -2.7276 -0.9601 0.5587
H -3.4234 -0.4177 1.2015
C -1.5077 -1.3148 1.4117
O -0.6327 -2.0747 0.6408
C 0.6217 -2.3961 1.2257
C 1.7487 -1.4736 0.7467
C 1.9100 -1.5453 -0.7717
C 2.7117 -0.3766 -1.3688
O 1.9165 0.7250 -1.7241
H 1.6835 1.2585 -0.9462
H 3.5158 -0.0809 -0.6814
H 3.1704 -0.7064 -2.3063
H 2.3966 -2.4865 -1.0340
H 0.9212 -1.5368 -1.2309
H 2.6742 -1.7761 1.2418
H 1.5345 -0.4481 1.0454
H 0.5417 -2.3685 2.3193
H 0.8361 -3.4229 0.9118
O -0.9057 -0.1505 1.9311
H -1.8088 -1.8742 2.3177
H -3.1993 -1.8847 0.2338
C -1.9790 -0.9454 -1.8881
C -1.1900 -0.1705 -2.9466
C -0.8767 -1.0641 -4.1447
C -2.1516 -1.6248 -4.7638
C -2.9458 -2.3904 -3.7119
C -3.2630 -1.4842 -2.5263
H -3.8710 -0.6435 -2.8718
H -3.8530 -2.0404 -1.7948
H -3.8740 -2.7713 -4.1446
H -2.3611 -3.2464 -3.3669
H -1.9059 -2.2825 -5.6003
H -2.7604 -0.8042 -5.1512
H -0.3197 -0.4901 -4.8875
H -0.2404 -1.8903 -3.8190
H -1.7764 0.6898 -3.2794
H -0.2485 0.1961 -2.5371
H -1.3741 -1.7901 -1.5482
H -3.1822 0.5405 -0.9176
H -0.9152 1.6052 -0.9197
```

As for the energy above the lowest of the compared OMol25 structures with the same formula, charge and spin: 0.392 eV. The net charge is 0. For the frontier orbital gap, the calculation gives 0.3410 hartree. The calculation puts the lowest unoccupied orbital energy at 0.633 eV. Its SMILES is O=C(Nc1ccccc1)C1=C[C@@H](C2CCCCC2)C[C@@H](OCCCCO)O1. For the HOMO energy, the calculation gives -8.648 eV.

Which charges does Mulliken predict for the atoms? In e, they are: -0.850, 0.092, 0.105, 0.634, -0.451, -0.562, -0.471, -0.681, -0.409, 0.485, 0.367, 0.381, 0.369, 0.356, 0.173, 0.384, -1.027, 0.324, -1.164, 0.346, -0.224, -0.225, -0.881, 0.029, 0.333, -0.764, -0.563, 0.299, 0.282, 0.392, 0.445, -0.555, 0.510, -0.252, 0.405, 0.396, -0.508, 0.357, 0.450, 0.683, -0.803, -0.832, -0.818, -0.751, -0.961, 0.380, 0.384, 0.401, 0.325, 0.387, 0.312, 0.422, 0.281, 0.473, 0.217, 0.047, 0.778, 0.743

Record 2
ORCA calculation (ωB97M-V/def2-TZVPD) on a structure of composition C22H32AlBr39F3O4P2.

```
103
C22H32AlBr39F3O4P2 (ωB97M-V/def2-TZVPD)
C -2.0839 2.9848 -1.2600
C -1.2700 1.7340 -1.4192
C 0.1644 1.9301 -1.9715
C 0.5923 3.3703 -2.1492
C 0.2961 3.8928 -3.5587
Al 2.6117 3.3905 -1.9301
O 3.3053 5.0181 -2.2103
C 2.9564 2.8074 -0.0246
C 4.3685 3.1304 0.4873
C 4.3315 4.0504 1.6674
F 4.0988 3.5768 2.9234
C 4.5435 5.2892 1.4512
F 5.6622 5.9158 1.4703
F 3.7537 6.1844 1.1411
P 3.5354 1.9035 -3.5312
P 4.0327 0.0394 -2.6146
O 3.2083 -0.4192 -1.5414
O 4.0224 -1.0365 -3.7753
O 5.5468 0.1444 -2.1981
H -2.4384 3.3332 -2.2004
H -1.5994 3.7524 -0.7014
H -2.9688 2.7239 -0.7047
H -1.2434 1.1723 -0.5113
H -1.8062 1.1206 -2.1160
H 0.8299 1.4350 -1.2969
H 0.2464 1.4250 -2.9062
H 0.2449 4.0387 -1.3863
H -0.5264 3.3838 -4.0311
H 1.1652 3.7582 -4.1702
H 0.1431 4.9500 -3.5407
H 2.7720 5.6943 -1.7902
H 2.7172 1.7723 0.0903
H 2.2687 3.3479 0.5834
H 5.0071 3.5408 -0.2693
H 4.7977 2.2285 0.8801
H 2.4851 1.5591 -4.3937
H 3.2991 -1.6419 -3.5932
H 5.9373 0.8659 -2.7068
C 9.2225 6.4565 2.2104
Br 10.4983 7.8129 1.7211
Br 9.4796 4.8431 1.2059
Br 9.2308 6.1256 4.1040
H 8.2449 6.8340 1.9587
C 4.5640 8.2827 3.0465
Br 4.4856 7.0572 4.5242
Br 2.8317 8.5613 2.2700
Br 5.4062 9.9439 3.5335
H 5.1798 7.8253 2.2890
C -2.3111 -2.8696 -1.1005
Br -2.1199 -1.6900 0.3992
Br -4.0055 -2.6591 -1.9959
Br -0.8366 -2.7484 -2.3200
H -2.2876 -3.8700 -0.7052
C -5.8650 1.3482 -0.3491
Br -5.1199 1.1203 -2.1060
Br -7.7270 0.8586 -0.2939
Br -4.8435 0.4138 0.9873
H -5.8081 2.3983 -0.1148
C -8.4988 -2.9337 -2.9042
Br -6.8111 -2.1566 -3.3936
Br -8.5302 -4.8018 -3.3472
Br -8.9346 -2.6305 -1.0539
H -9.2585 -2.4405 -3.4879
C -0.4687 3.9073 2.5868
Br 1.1167 4.8645 2.0823
Br -0.5374 2.2102 1.6907
Br -0.6287 3.7257 4.4959
H -1.3135 4.4849 2.2497
C 2.2316 1.2206 6.3496
Br 1.6533 1.8236 8.0887
Br 0.8978 0.1232 5.5031
Br 2.7455 2.6792 5.2222
H 3.1031 0.6064 6.5012
C 2.5842 -6.9551 -3.2391
Br 3.7639 -6.2638 -1.8930
Br 1.9976 -8.7403 -2.8148
Br 1.0882 -5.7834 -3.5592
H 3.1452 -7.0139 -4.1570
C 3.3412 -12.3132 -0.6737
Br 3.5838 -11.0456 0.7486
Br 1.6835 -12.0215 -1.6019
Br 4.8347 -12.3200 -1.8838
H 3.2876 -13.2914 -0.2265
C -9.7104 -0.9453 2.5188
Br -8.0737 -0.1053 1.9844
Br -9.6885 -2.8338 2.1448
Br -10.1399 -0.5910 4.3615
H -10.4975 -0.5165 1.9210
C -5.5899 -7.7641 -3.6122
Br -5.9433 -8.5892 -1.9111
Br -7.1390 -7.8396 -4.7649
Br -4.9154 -5.9771 -3.4020
H -4.8158 -8.3405 -4.0905
C -2.6985 -1.7321 4.5985
Br -3.3974 -1.1713 6.2996
Br -3.9188 -2.8562 3.6287
Br -2.1553 -0.2467 3.5121
H -1.8176 -2.3223 4.7967
C -1.7359 -6.2915 1.0775
Br -1.6778 -5.3306 2.7428
Br -3.4241 -6.0509 0.1827
Br -0.2554 -5.8295 -0.0635
H -1.6389 -7.3391 1.3085
```

As for the energy above the lowest of the compared OMol25 structures with the same formula, charge and spin: 3.130 eV. The net charge is -1. For the frontier orbital gap, the calculation gives 0.1925 hartree. The calculation puts the lowest unoccupied orbital energy at 0.907 eV. For the HOMO energy, the calculation gives -4.331 eV.

These are the Mulliken partial charges, in e, on atoms 1 to 99: -1.349, 0.549, -0.656, 0.938, -1.831, -0.145, -0.744, 1.405, -1.276, 0.093, -0.276, 0.203, -0.099, -0.032, -0.318, 0.900, -0.584, -0.514, -0.474, 0.348, 0.320, 0.220, -0.781, 0.453, 0.003, 0.336, 0.425, 0.336, 0.435, 0.323, 0.248, 0.703, -1.514, 0.627, 0.295, 0.000, 0.292, 0.319, 0.091, -0.032, 0.001, -0.010, -0.068, -0.036, 0.009, -0.044, -0.052, 0.056, 0.602, 0.159, 0.184, 0.016, -0.855, -0.429, -0.062, -0.084, 0.174, 0.489, -0.399, -0.060, -0.006, 0.081, 0.364, -0.508, -0.007, 0.168, -0.092, 0.452, -0.430, -0.056, 0.001, 0.103, 0.349, -0.367, -0.003, 0.029, -0.012, 0.364, -0.328, 0.007, -0.050, -0.003, 0.340, -0.329, 0.060, -0.088, -0.093, 0.345, -0.340, -0.038, -0.067, 0.030, 0.354, -0.319, -0.041, -0.098, 0.000, 0.373, -0.493

Record 3
ORCA calculation (ωB97M-V/def2-TZVPD) on a structure of composition C22H32AsN2NiO7S3.

```
68
C22H32AsN2NiO7S3 (ωB97M-V/def2-TZVPD)
Ni -0.9483 -0.2590 -0.2163
N -2.5113 -1.3806 -0.2368
C -2.3491 -2.4083 -1.3137
C -1.0113 -2.1527 -2.0229
O -0.6108 -3.0334 -2.8294
N -0.3766 -1.0394 -1.7125
C 1.0762 -3.0141 0.1734
C 0.1581 -1.7772 2.4868
O 1.1998 -1.6150 3.0983
O -0.8634 -1.1306 2.3073
H -2.5413 -1.7955 0.6930
H -3.3593 -0.8322 -0.3718
H -3.1773 -2.3180 -2.0185
H -2.3770 -3.4108 -0.8870
H 0.8145 -2.0011 -0.1082
H 0.8602 -3.6285 -0.7054
C -0.8607 2.2977 6.2832
C -0.3050 2.1943 4.8878
C -0.9520 2.7917 3.8120
C -0.4352 2.6929 2.5288
C 0.7360 1.9857 2.3095
C 1.3980 1.3929 3.3726
C 0.8763 1.4984 4.6498
S 1.3540 1.7938 0.6542
O 2.7992 1.7633 0.7458
O 0.7872 2.9048 -0.0921
O 0.8475 0.4800 0.1734
H -1.8735 2.7009 6.2745
H -0.2455 2.9521 6.9053
H -0.8903 1.3193 6.7653
H -1.8757 3.3352 3.9771
H -0.9334 3.1612 1.6925
H 2.3038 0.8346 3.1920
H 1.3829 1.0090 5.4738
C 3.6114 -4.7110 -0.3265
As 2.9811 -3.0129 0.3311
C 3.7568 -2.8442 2.0738
C 3.6879 -1.6349 -0.7970
S 0.1349 -3.5798 1.5975
H 4.6595 -4.8612 -0.0757
H 3.4742 -4.7457 -1.4058
H 3.0046 -5.4903 0.1335
H 4.7700 -3.2430 2.0270
H 3.1369 -3.4017 2.7723
H 3.7517 -1.8010 2.3723
H 4.7711 -1.7334 -0.8617
H 3.4107 -0.6627 -0.3826
H 3.2335 -1.7338 -1.7820
C -1.0123 1.0725 -6.4153
C -1.3815 1.3368 -4.9808
C -2.6425 1.0210 -4.4942
C -2.9584 1.2130 -3.1554
C -2.0006 1.7276 -2.3047
C -0.7338 2.0622 -2.7639
C -0.4417 1.8696 -4.1006
S -2.4242 1.8377 -0.5643
C -2.3949 3.6340 -0.4184
O -3.8580 1.4134 -0.4679
H -1.8816 0.7659 -6.9972
H -0.2701 0.2742 -6.4768
H -0.5830 1.9601 -6.8841
H -3.3818 0.5931 -5.1617
H -3.9301 0.9469 -2.7607
H 0.0213 2.4221 -2.0772
H 0.5540 2.1021 -4.4615
H -2.9957 4.0688 -1.2149
H -1.3511 3.9434 -0.4748
H -2.8148 3.8800 0.5566
```

As for the energy above the lowest of the compared OMol25 structures with the same formula, charge and spin: 3.548 eV. The net charge is -1. For the frontier orbital gap (alpha / beta), the calculation gives 0.2310 / 0.2305 hartree. The calculation puts the lowest unoccupied orbital energy (alpha / beta) at 2.403 / 2.403 eV. For the HOMO energy (alpha / beta), the calculation gives -3.882 / -3.869 eV.

Which charges does Mulliken predict for the atoms? In e, they are: 0.292, -0.175, -0.488, 0.373, -0.867, -0.393, 0.479, 0.622, -0.569, -0.636, 0.316, 0.323, 0.309, 0.280, -0.836, 0.450, -1.510, 1.126, -0.853, -0.241, -0.242, -0.324, -0.691, 1.406, -0.853, -0.816, -0.539, 0.348, 0.315, 0.342, 0.300, 0.446, 0.295, 0.358, -1.221, 0.899, -1.095, -0.957, -0.302, 0.416, 0.388, 0.370, 0.455, 0.375, 0.258, 0.454, 0.155, 0.393, -1.496, 1.131, -0.764, -0.744, 0.355, -0.107, -0.973, 1.200, -1.328, -0.848, 0.357, 0.307, 0.355, 0.261, 0.501, 0.307, 0.363, 0.388, 0.359, 0.444

Record 4
ORCA calculation (ωB97M-V/def2-TZVPD) on a cluster of 5 separate species, C22H32BN5O5 in total.

```
65
C22H32BN5O5 (ωB97M-V/def2-TZVPD)
C -1.6926 1.5370 3.1202
C -0.0764 1.5884 3.3079
O 0.4394 2.2942 2.1479
B 1.5833 1.6550 1.5783
O 2.8820 2.2507 1.8868
O 1.5681 0.4998 0.7006
C 1.6387 -0.7195 1.4100
O 0.5553 -1.3073 1.6745
O 2.8259 -1.3615 1.8225
C 3.1701 -1.0438 3.2036
C 4.7844 -0.8730 3.2244
C 5.4831 0.5746 3.3533
N 5.5409 -1.9373 3.0939
H -2.0053 0.5980 2.5518
H -2.2545 1.7082 4.0945
H -1.9490 2.4200 2.4213
H 0.3165 0.5267 3.4395
H 0.1150 2.1309 4.3023
H 3.1521 2.7728 1.0896
H 2.6454 -0.1095 3.6131
H 2.9002 -1.9159 3.9073
H 5.2622 1.0349 4.3705
H 6.6083 0.5171 3.1447
H 5.0284 1.2199 2.5262
H 4.8893 -2.7375 2.9957
N -1.0292 -2.5744 -0.3452
C -1.7837 -2.1619 -1.4109
C -1.8618 -3.2031 -2.3041
C -1.1321 -4.2855 -1.7538
C -0.6323 -3.8688 -0.5433
H -0.8016 -2.0112 0.4618
H -2.1977 -1.1652 -1.4427
H -2.3868 -3.1874 -3.2478
H -0.9887 -5.2614 -2.1936
H -0.0290 -4.3805 0.1910
N 3.2895 -0.2549 -3.3339
C 2.8595 -1.1638 -4.2646
C 1.6875 -1.7162 -3.8078
C 1.3953 -1.1151 -2.5583
C 2.3990 -0.2154 -2.2920
H 4.1280 0.2981 -3.4045
H 3.4238 -1.3395 -5.1677
H 1.1040 -2.4686 -4.3170
H 0.5444 -1.3180 -1.9245
H 2.5570 0.4459 -1.4545
N 0.5244 1.7507 -4.1872
C -0.7468 1.7698 -3.6821
C -1.4960 2.6280 -4.4504
C -0.6453 3.1412 -5.4602
C 0.5946 2.5795 -5.2741
H 1.2902 1.2088 -3.8159
H -1.0081 1.1737 -2.8209
H -2.5405 2.8594 -4.3024
H -0.9105 3.8428 -6.2374
H 1.5185 2.6991 -5.8196
N -5.4167 -0.3179 1.9710
C -6.5545 -0.3284 2.7328
C -7.0285 0.9587 2.8040
C -6.1472 1.7752 2.0525
C -5.1642 0.9598 1.5482
H -4.8539 -1.1243 1.7546
H -6.9266 -1.2479 3.1583
H -7.9122 1.2770 3.3368
H -6.2240 2.8412 1.8974
H -4.3083 1.1778 0.9275
```

The net charge is 0. For the frontier orbital gap, the calculation gives 0.2893 hartree. The calculation puts the lowest unoccupied orbital energy at -0.111 eV. Its SMILES is [H]/N=C(/C)COC(=O)OB(O)OCC.c1cc[nH]c1.c1cc[nH]c1.c1cc[nH]c1.c1cc[nH]c1. For the HOMO energy, the calculation gives -7.984 eV.

Which charges does Mulliken predict for the atoms? In e, they are: -0.983, 0.251, -0.337, 0.238, -0.518, 0.165, 0.451, -0.673, -0.188, -0.162, 0.548, -0.781, -0.721, 0.153, 0.371, 0.236, -0.066, 0.277, 0.270, 0.036, 0.354, 0.264, 0.316, 0.146, 0.275, 0.233, -0.699, -0.329, -0.741, -0.325, 0.272, 0.432, 0.447, 0.398, 0.435, 0.146, -0.601, -0.554, 0.856, -1.783, 0.172, 0.401, 0.443, 0.262, 0.487, 0.123, -0.219, -0.600, -0.555, -0.499, 0.395, 0.337, 0.398, 0.383, 0.360, 0.051, -0.554, -0.374, -0.529, -0.426, 0.205, 0.379, 0.386, 0.394, 0.469

no.,energy (Eh)
1,-1212.6521
2,-102769.5196
3,-6432.3884
4,-1532.3186